# 1
{"formula": "C38H99F6N10O13PbS2", "method": "wB97M-V/def2-TZVPD", "species": ["Pb", "C", "F", "F", "F", "S", "O", "O", "N", "S", "O", "O", "C", "F", "F", "F", "C", "C", "C", "O", "C", "N", "H", "H", "H", "H", "H", "H", "H", "H", "H", "H", "H", "C", "C", "C", "O", "C", "N", "H", "H", "H", "H", "H", "H", "H", "H", "H", "H", "H", "C", "C", "C", "O", "C", "N", "H", "H", "H", "H", "H", "H", "H", "H", "H", "H", "H", "C", "C", "C", "O", "C", "N", "H", "H", "H", "H", "H", "H", "H", "H", "H", "H", "H", "C", "C", "C", "O", "C", "N", "H", "H", "H", "H", "H", "H", "H", "H", "H", "H", "H", "C", "C", "C", "O", "C", "N", "H", "H", "H", "H", "H", "H", "H", "H", "H", "H", "H", "C", "C", "C", "O", "C", "N", "H", "H", "H", "H", "H", "H", "H", "H", "H", "H", "H", "C", "C", "C", "O", "C", "N", "H", "H", "H", "H", "H", "H", "H", "H", "H", "H", "H", "C", "C", "C", "O", "C", "N", "H", "H", "H", "H", "H", "H", "H", "H", "H", "H", "H"], "positions_angstrom": [[-10.982, -12.471, -1.403], [-12.917, -13.316, 2.055], [-12.636, -14.596, 2.355], [-13.446, -13.270, 0.865], [-13.763, -12.835, 2.954], [-11.308, -12.230, 2.271], [-11.679, -10.854, 2.092], [-10.794, -12.607, 3.568], [-10.266, -12.832, 0.945], [-8.795, -12.599, 1.332], [-8.049, -12.273, 0.069], [-8.656, -11.491, 2.324], [-8.155, -14.292, 2.147], [-8.062, -15.145, 1.057], [-7.080, -14.008, 2.716], [-9.033, -14.752, 3.013], [-13.969, -8.712, -1.422], [-12.686, -9.556, -1.569], [-11.442, -9.070, -0.838], [-10.282, -9.964, -1.046], [-9.078, -9.305, -0.593], [-12.999, -10.844, -0.929], [-14.784, -9.117, -0.823], [-14.393, -8.436, -2.388], [-13.813, -7.718, -1.003], [-12.428, -9.529, -2.628], [-11.674, -8.876, 0.209], [-11.229, -8.063, -1.197], [-8.967, -8.228, -0.720], [-8.247, -9.804, -1.092], [-8.847, -9.383, 0.470], [-13.901, -11.159, -1.256], [-13.175, -10.613, 0.038], [-7.927, -17.593, 8.812], [-7.252, -16.306, 8.360], [-8.276, -15.187, 8.046], [-9.233, -15.620, 7.052], [-9.394, -15.090, 5.691], [-6.428, -15.734, 9.435], [-7.123, -18.329, 8.830], [-8.670, -17.973, 8.110], [-8.506, -17.416, 9.718], [-6.619, -16.344, 7.474], [-7.828, -14.198, 7.955], [-8.932, -15.012, 8.899], [-8.364, -15.051, 5.338], [-9.819, -14.097, 5.548], [-9.898, -15.912, 5.182], [-6.057, -16.536, 9.924], [-6.950, -15.231, 10.138], [-5.316, -10.126, 5.802], [-6.338, -11.010, 5.170], [-6.436, -12.260, 6.063], [-5.510, -13.246, 5.574], [-4.888, -13.981, 6.626], [-7.622, -10.340, 5.297], [-4.317, -10.557, 5.722], [-5.370, -10.072, 6.889], [-5.349, -9.136, 5.348], [-6.131, -11.256, 4.129], [-7.439, -12.636, 5.860], [-6.371, -12.034, 7.127], [-5.716, -14.506, 7.103], [-4.527, -13.396, 7.472], [-4.118, -14.674, 6.287], [-8.200, -10.621, 4.518], [-7.383, -9.361, 5.226], [-15.171, -8.492, 2.567], [-14.522, -7.945, 3.856], [-13.093, -8.614, 4.155], [-12.728, -7.950, 5.422], [-11.496, -8.318, 5.904], [-14.401, -6.583, 3.514], [-14.509, -8.474, 1.701], [-16.057, -7.937, 2.259], [-15.406, -9.554, 2.635], [-15.325, -7.977, 4.591], [-12.352, -8.326, 3.410], [-13.102, -9.704, 4.166], [-10.547, -8.042, 5.445], [-11.544, -9.391, 6.093], [-11.430, -7.874, 6.897], [-15.322, -6.168, 3.507], [-13.937, -6.219, 4.334], [-5.011, -10.574, -4.205], [-5.598, -11.786, -3.444], [-4.582, -12.823, -2.862], [-5.337, -13.981, -2.266], [-4.369, -14.873, -1.559], [-6.469, -11.207, -2.416], [-4.257, -9.997, -3.669], [-5.820, -9.931, -4.551], [-4.435, -10.798, -5.103], [-6.282, -12.346, -4.081], [-3.874, -12.339, -2.188], [-4.024, -13.353, -3.634], [-3.591, -15.041, -2.304], [-4.811, -15.848, -1.356], [-3.962, -14.318, -0.714], [-6.658, -12.061, -1.910], [-5.837, -10.639, -1.871], [-8.564, -10.703, -5.157], [-9.666, -10.933, -4.116], [-11.051, -11.584, -4.698], [-11.960, -11.946, -3.663], [-13.282, -12.347, -4.059], [-9.139, -11.905, -3.143], [-9.043, -10.125, -5.947], [-8.130, -11.602, -5.596], [-7.801, -10.039, -4.752], [-9.767, -10.028, -3.517], [-10.850, -12.432, -5.354], [-11.482, -10.839, -5.366], [-13.079, -13.408, -4.206], [-13.533, -11.940, -5.039], [-14.015, -12.234, -3.260], [-8.822, -12.637, -3.763], [-8.222, -11.610, -2.838], [-12.722, -16.887, -1.221], [-11.716, -15.759, -1.065], [-10.296, -16.068, -1.652], [-9.590, -14.815, -1.563], [-8.240, -14.913, -2.017], [-12.264, -14.640, -1.751], [-13.774, -16.658, -1.047], [-12.627, -17.678, -0.477], [-12.744, -17.304, -2.228], [-11.685, -15.569, 0.008], [-10.371, -16.285, -2.717], [-9.767, -16.895, -1.179], [-7.967, -15.564, -2.847], [-7.653, -15.313, -1.191], [-7.747, -14.030, -2.426], [-13.239, -14.666, -1.486], [-12.212, -14.868, -2.733], [-7.754, -22.974, 5.093], [-7.596, -21.388, 5.363], [-8.598, -20.646, 4.331], [-8.740, -19.194, 4.566], [-9.291, -18.509, 3.421], [-8.076, -21.093, 6.695], [-8.755, -23.396, 5.180], [-7.077, -23.617, 5.656], [-7.598, -23.098, 4.021], [-6.576, -21.050, 5.181], [-9.594, -21.089, 4.299], [-8.142, -20.672, 3.342], [-10.256, -18.906, 3.105], [-8.647, -18.383, 2.551], [-9.449, -17.452, 3.639], [-8.078, -20.105, 6.907], [-9.028, -21.428, 6.690], [-17.014, -10.998, -1.542], [-16.212, -11.561, -0.440], [-17.101, -12.205, 0.660], [-16.273, -12.766, 1.724], [-17.052, -13.309, 2.783], [-15.283, -12.578, -0.993], [-16.492, -10.315, -2.212], [-17.869, -10.372, -1.288], [-17.374, -11.811, -2.172], [-15.727, -10.745, 0.097], [-17.838, -12.904, 0.263], [-17.692, -11.396, 1.089], [-17.475, -12.512, 3.395], [-16.396, -13.933, 3.390], [-17.793, -14.023, 2.424], [-14.808, -13.035, -0.226], [-15.810, -13.263, -1.515]], "homo_lumo_gap_ev": 8.00, "charge": 1, "fmax_ev_per_a": 5.5, "homo_ev": -10.1, "e_above_lowest_kcal_mol": 70.13}

=====

# 2
{"formula": "C39H102N12O9P4", "method": "wB97M-V/def2-TZVPD", "species": ["O", "P", "N", "C", "C", "N", "C", "C", "N", "C", "C", "H", "H", "H", "H", "H", "H", "H", "H", "H", "H", "H", "H", "H", "H", "H", "H", "H", "H", "O", "P", "N", "C", "C", "N", "C", "C", "N", "C", "C", "H", "H", "H", "H", "H", "H", "H", "H", "H", "H", "H", "H", "H", "H", "H", "H", "H", "H", "O", "P", "N", "C", "C", "N", "C", "C", "N", "C", "C", "H", "H", "H", "H", "H", "H", "H", "H", "H", "H", "H", "H", "H", "H", "H", "H", "H", "H", "O", "P", "N", "C", "C", "N", "C", "C", "N", "C", "C", "H", "H", "H", "H", "H", "H", "H", "H", "H", "H", "H", "H", "H", "H", "H", "H", "H", "H", "C", "C", "O", "C", "H", "H", "H", "H", "H", "H", "C", "C", "O", "C", "H", "H", "H", "H", "H", "H", "C", "C", "O", "C", "H", "H", "H", "H", "H", "H", "C", "C", "O", "C", "H", "H", "H", "H", "H", "H", "C", "C", "O", "C", "H", "H", "H", "H", "H", "H"], "positions_angstrom": [[-4.526, -0.480, 1.518], [-5.173, 0.004, 2.738], [-6.070, -1.248, 3.397], [-6.598, -1.377, 4.729], [-6.717, -2.184, 2.488], [-6.158, 1.336, 2.469], [-5.989, 2.072, 1.272], [-7.058, 1.823, 3.450], [-4.301, 0.374, 4.090], [-3.527, -0.623, 4.803], [-3.465, 1.496, 3.998], [-6.557, -2.407, 5.033], [-7.665, -1.087, 4.832], [-6.065, -0.768, 5.402], [-7.769, -1.896, 2.342], [-6.623, -3.159, 2.936], [-6.312, -2.306, 1.422], [-5.393, 2.979, 1.339], [-5.399, 1.477, 0.558], [-6.968, 2.289, 0.727], [-6.711, 2.707, 3.965], [-8.015, 1.949, 2.914], [-7.276, 1.089, 4.175], [-2.727, -0.955, 4.135], [-2.980, -0.192, 5.601], [-4.087, -1.503, 5.143], [-2.521, 1.262, 3.409], [-3.156, 1.943, 4.935], [-3.944, 2.313, 3.478], [-3.476, -3.844, -5.578], [-3.495, -2.352, -5.671], [-4.734, -1.610, -4.774], [-5.755, -2.448, -4.154], [-5.050, -0.239, -4.958], [-3.738, -1.654, -7.190], [-5.040, -1.796, -7.743], [-2.686, -1.805, -8.210], [-2.039, -1.722, -5.228], [-1.179, -2.568, -4.378], [-1.750, -0.303, -5.213], [-6.668, -2.495, -4.760], [-6.067, -1.831, -3.305], [-5.306, -3.389, -3.906], [-4.301, 0.319, -5.465], [-5.076, 0.257, -3.924], [-5.990, -0.052, -5.420], [-5.805, -1.216, -7.206], [-5.009, -1.372, -8.773], [-5.539, -2.821, -7.812], [-1.650, -1.723, -7.782], [-2.712, -2.840, -8.549], [-2.877, -1.114, -9.092], [-0.134, -2.456, -4.753], [-1.227, -2.282, -3.338], [-1.562, -3.582, -4.483], [-1.844, 0.093, -6.257], [-0.694, -0.179, -5.037], [-2.357, 0.194, -4.432], [2.712, 3.367, -0.462], [4.145, 3.678, -0.692], [4.501, 3.764, -2.354], [5.822, 3.891, -2.950], [3.316, 3.888, -3.273], [5.359, 2.648, -0.132], [5.652, 1.293, -0.618], [5.711, 2.662, 1.275], [4.423, 5.065, 0.027], [3.388, 5.901, 0.595], [5.744, 5.762, -0.194], [5.777, 3.320, -3.867], [6.538, 3.482, -2.183], [6.271, 4.860, -3.209], [2.340, 3.603, -2.828], [3.408, 3.161, -4.088], [3.343, 4.861, -3.749], [5.139, 0.488, -0.095], [5.556, 1.242, -1.675], [6.736, 1.087, -0.469], [5.258, 1.883, 1.874], [6.807, 2.763, 1.357], [5.227, 3.541, 1.676], [3.795, 6.586, 1.341], [2.842, 6.410, -0.177], [2.725, 5.213, 1.021], [5.579, 6.618, -0.830], [6.393, 5.057, -0.671], [6.239, 6.041, 0.768], [4.649, -0.481, 2.326], [4.310, -1.938, 2.585], [5.776, -2.705, 3.009], [7.025, -2.493, 2.197], [5.929, -3.708, 4.032], [3.670, -2.848, 1.351], [3.027, -2.172, 0.249], [3.666, -4.328, 1.197], [3.410, -2.121, 3.939], [3.829, -1.396, 5.182], [2.007, -2.617, 3.974], [7.372, -3.379, 1.657], [7.906, -2.238, 2.811], [6.933, -1.686, 1.497], [6.501, -3.245, 4.912], [6.472, -4.600, 3.747], [4.924, -3.982, 4.270], [3.009, -1.151, 0.464], [3.709, -2.168, -0.659], [1.984, -2.463, -0.038], [2.647, -4.775, 1.181], [4.198, -4.621, 0.240], [4.115, -4.834, 1.998], [2.898, -1.134, 5.648], [4.372, -2.023, 5.806], [4.422, -0.491, 4.900], [1.276, -1.802, 3.821], [1.826, -3.100, 4.916], [1.777, -3.343, 3.180], [-2.764, -3.444, 2.288], [-1.972, -3.501, 1.011], [-0.778, -3.662, 0.988], [-2.738, -3.221, -0.336], [-2.065, -3.749, 3.109], [-3.602, -4.075, 2.186], [-3.139, -2.452, 2.291], [-1.989, -2.879, -1.037], [-3.605, -2.612, -0.173], [-3.016, -4.214, -0.690], [2.946, 2.237, 3.073], [1.763, 1.826, 3.982], [1.529, 0.698, 4.210], [0.905, 2.995, 4.399], [3.898, 1.878, 3.523], [3.014, 3.269, 2.892], [2.850, 1.674, 2.175], [1.451, 3.670, 5.058], [0.094, 2.651, 5.054], [0.486, 3.544, 3.553], [2.801, -0.848, -3.480], [1.838, -1.845, -2.948], [1.050, -1.470, -2.122], [1.973, -3.270, -3.584], [2.625, 0.177, -3.097], [2.871, -0.814, -4.573], [3.750, -1.177, -3.028], [2.802, -3.875, -3.256], [2.014, -3.423, -4.672], [1.116, -3.783, -3.178], [-1.690, 4.046, 0.308], [-1.710, 3.522, -1.145], [-2.742, 3.448, -1.765], [-0.378, 3.117, -1.697], [-2.684, 3.980, 0.658], [-1.477, 5.134, 0.313], [-0.898, 3.561, 0.877], [0.286, 3.976, -1.777], [-0.513, 2.663, -2.682], [0.104, 2.364, -1.124], [-1.745, 0.418, 0.521], [-0.642, -0.114, 1.406], [-0.863, -0.667, 2.449], [0.719, 0.077, 0.986], [-1.636, 1.481, 0.491], [-2.769, 0.110, 0.788], [-1.646, -0.096, -0.515], [0.847, -0.545, 0.090], [1.480, -0.323, 1.632], [0.981, 1.150, 0.849]], "homo_lumo_gap_ev": 8.80, "charge": 0, "fmax_ev_per_a": 4.4, "homo_ev": -8.2, "smiles": "CN(C)P(=O)(N(C)C)N(C)C.CN(C)P(=O)(N(C)C)N(C)C.CN(C)P(=O)(N(C)C)N(C)C.CN(C)P(=O)(N(C)C)N(C)C.CC(C)=O.CC(C)=O.CC(C)=O.CC(C)=O.CC(C)=O"}

=====

- Which formula does entry 2 have?
  C39H102N12O9P4

=====

- The highest charge belongs to which entry?
  C38H99F6N10O13PbS2

=====

- The lowest charge belongs to which entry?
  C39H102N12O9P4